No. 1
Molecular formula: C2H6NO
Method: DFT, the ωB97M-V functional and the def2-TZVPD basis

Geometry as XYZ:
```
10
Properties=species:S:1:pos:R:3:nbo_charge:R:1
C -1.4118 -0.4401 -0.3550 -0.43
N -0.4397 0.6581 -0.3720 -0.71
C 0.6205 0.3224 0.6765 0.16
O 1.4687 -0.3985 0.0251 -0.94
H -0.9554 -1.5355 -0.2596 0.15
H -2.0562 -0.5607 -1.2513 0.16
H -2.0276 -0.2410 0.6103 0.17
H -0.0019 0.5922 -1.2974 0.35
H 0.0591 -0.2201 1.5574 0.03
H 1.0582 1.2523 1.1147 0.06
```

The total energy is -209.74831 hartree. As for the HOMO-LUMO gap: 6.835 eV. Its SMILES is CNC[O-]. Its charge is -1. The energy relative to the best compared isomer or geometry (same formula, charge and spin) is 18.3 kcal per mole.



No. 2
Molecular formula: C2H6NO2
Method: DFT, the ωB97M-V functional and the def2-TZVPD basis

Geometry as XYZ:
```
11
Properties=species:S:1:pos:R:3:nbo_charge:R:1
C 0.5805 2.1359 -0.6155 -0.26
O 1.6463 1.2020 -0.3480 -0.73
H -0.3073 1.6294 -0.9908 0.16
H 0.2995 2.6940 0.2750 0.16
H 0.9130 2.8994 -1.3170 0.18
C -0.7214 -1.6824 0.1440 0.44
N 0.1712 -0.9459 0.9003 -0.41
O -1.8963 -1.4240 0.0376 -0.47
H -0.0961 -2.4276 -0.3902 0.13
H 1.1054 0.4894 0.0246 0.47
H -0.3323 -0.5701 1.7160 0.34
```

The total energy is -284.93334 hartree. As for the HOMO-LUMO gap (spin up / spin down): 11.028 / 7.137 eV. Its spin multiplicity is 2. The energy relative to the best compared isomer or geometry (same formula, charge and spin) is 27.4 kcal per mole.



No. 3
Molecular formula: C2H6NO2PS
Method: DFT, the ωB97M-V functional and the def2-TZVPD basis

Geometry as XYZ:
```
13
Properties=species:S:1:pos:R:3:nbo_charge:R:1
C -0.3534 -0.9808 1.1339 0.53
C -0.5100 1.3091 -1.9415 -0.90
N 0.4814 -0.7790 2.1496 -0.73
O -0.8312 -0.1898 0.3618 -0.59
O -2.2763 -0.3805 -2.6867 -0.83
P 1.8740 -0.0145 2.4579 0.71
S -2.1322 1.0753 -2.6414 0.95
H -0.6952 -2.1289 1.2677 0.12
H -0.4793 0.5122 -1.1476 0.31
H 0.1578 0.7015 -2.6479 0.22
H -0.1775 2.2808 -1.9000 0.23
H 2.1580 -0.5338 3.8760 0.00
H 2.7839 -0.8716 1.7182 -0.02
```

The total energy is -1024.41991 hartree. As for the HOMO-LUMO gap (spin up / spin down): 9.323 / 5.540 eV. The energy relative to the best compared isomer or geometry (same formula, charge and spin) is 139.4 kcal per mole.